DFT (ωB97M-V with the def2-TZVPD basis set) results for one molecule with the formula C2H8N2P2 at a distorted geometry.

Geometry (Å):
1 C -1.07659 1.58284 1.39136
2 P 0.46403 0.95988 1.36046
3 C 0.09666 -0.88130 1.15246
4 N -0.59695 -1.14143 -0.08300
5 N -0.09847 0.13332 -1.15843
6 P 1.57571 0.06959 -1.39570
7 H -1.22919 2.64557 1.48388
8 H -1.95728 0.97287 1.27145
9 H -0.55380 -1.18786 1.98053
10 H 1.05615 -1.41333 1.24135
11 H -0.23068 -1.97872 -0.53060
12 H -0.68915 -0.06382 -1.96230
13 H 1.67691 -0.84736 -2.47242
14 H 1.56265 1.14975 -2.27902

Forces on the atoms, in the same order (eV/Å):
C 0.7 -0.3 0.3
P -0.8 0.2 0.6
C 0.4 0.3 0.6
N 0.6 2.7 -2.6
N -1.9 -3.3 1.7
P 0.6 -0.3 -0.4
H 0.0 0.2 0.1
H -0.2 -0.1 -0.1
H 0.2 0.0 -0.1
H -0.2 0.1 0.0
H 0.1 0.1 -0.1
H 0.1 0.1 0.1
H 0.2 -0.2 -0.1
H 0.2 0.5 -0.2

Output
SMILES: C=PCNNP
net charge: 0
HOMO energy: -0.3209 Eh
relative energy (zero: lowest compared OMol25 entry of this formula, charge and spin): 60.4 kcal per mole
HOMO-LUMO gap: 9.12 eV
energy: -873.0731 a.u.



DFT (ωB97M-V with the def2-TZVPD basis set) results for a 2-piece molecular cluster, C2H8N2S overall at a distorted geometry.

Geometry (Å):
1 C -1.04111 -1.59120 0.66214
2 S -1.37777 -0.27846 -0.55853
3 H -1.90200 -2.10956 1.06217
4 H -0.37596 -2.36182 0.24539
5 H -0.38543 -1.28172 1.48160
6 N 1.76559 0.46764 1.08198
7 C 1.34974 0.39925 -0.18888
8 N 0.77831 1.48395 -0.70779
9 H 1.45008 1.23585 1.64945
10 H 1.93312 -0.40037 1.56246
11 H 1.39513 -0.49909 -0.78177
12 H 0.01099 1.17635 -1.34552
13 H 0.39492 2.12058 -0.02413

Forces on the atoms, in the same order (eV/Å):
C 1.3 -0.4 -0.2
S -0.8 -1.0 0.3
H -0.3 0.1 0.1
H -0.5 -0.2 -0.5
H -0.5 0.5 0.5
N 0.1 -1.0 -1.1
C -1.5 1.7 1.3
N 0.6 -0.1 -0.8
H 0.0 0.1 0.0
H 0.3 0.0 0.0
H 0.3 -0.1 0.0
H 0.9 0.3 0.3
H 0.1 0.2 -0.1

Output
net charge: 0
HOMO energy: -0.2418 Eh
relative energy (zero: lowest compared OMol25 entry of this formula, charge and spin): 39.4 kcal per mole
HOMO-LUMO gap: 6.55 eV
energy: -588.6171 a.u.



DFT (ωB97M-V with the def2-TZVPD basis set) results for a 2-piece molecular cluster, C2H8N2S overall at a distorted geometry.

Geometry (Å):
1 N -0.41175 -1.82928 -1.44862
2 C -0.10033 -0.67103 -0.75139
3 C 0.68892 -0.61918 0.31946
4 N 1.03750 0.64896 0.91769
5 H -1.32098 -1.77835 -1.87892
6 H -0.34931 -2.66189 -0.88246
7 H -0.52811 0.23615 -1.14685
8 H 1.12212 -1.51485 0.75135
9 H 1.89060 1.03196 0.50784
10 H 1.22007 0.54549 1.91598
11 S -1.08142 2.76710 0.27762
12 H -0.06366 1.75057 0.61439
13 H -2.10365 2.09435 0.80392

Forces on the atoms, in the same order (eV/Å):
N -0.2 -0.1 0.0
C 0.2 0.0 0.4
C 0.0 0.2 0.0
N 0.7 -0.4 0.1
H 0.0 -0.1 -0.1
H 0.1 -0.1 -0.1
H 0.0 0.2 -0.1
H 0.0 -0.1 0.0
H -0.2 -0.1 0.1
H -0.2 0.1 -0.3
S 0.6 -0.3 0.0
H -1.0 0.8 -0.1
H -0.1 -0.2 0.1

Output
SMILES: N/C=C/N.S
net charge: 0
HOMO energy: -0.3080 Eh
relative energy (zero: lowest compared OMol25 entry of this formula, charge and spin): 12.9 kcal per mole
HOMO-LUMO gap: 9.25 eV
energy: -588.6594 a.u.



DFT (ωB97M-V with the def2-TZVPD basis set) results for a 2-piece molecular cluster, C2H8N2S overall at a distorted geometry.

Geometry (Å):
1 C -1.95075 0.76263 0.27608
2 C 1.74681 -1.11061 -0.27231
3 N -0.69089 0.73874 -0.21035
4 N 0.51626 -1.39439 0.30037
5 S 2.26851 0.69942 -0.07020
6 H -2.44887 -0.17151 0.05791
7 H -1.99292 1.06309 1.39926
8 H -2.46708 1.62045 -0.17749
9 H 1.76101 -1.13472 -1.41287
10 H 2.53587 -1.61039 0.39111
11 H -0.73411 0.57036 -1.20992
12 H 0.44635 -1.07759 1.30175
13 H 1.00981 1.04452 -0.37332

Forces on the atoms, in the same order (eV/Å):
C -2.2 0.7 3.1
C 1.4 1.7 -0.1
N 3.5 -1.1 -0.9
N -2.6 2.0 0.3
S 0.8 -0.4 0.2
H -0.9 -0.1 0.2
H 0.1 -1.0 -1.6
H -0.3 -0.2 -0.4
H 0.1 -1.3 1.8
H -0.7 0.1 -1.5
H 0.1 -0.5 -0.2
H 0.5 -0.2 -1.2
H 0.1 0.4 0.3

Output
net charge: 0
HOMO energy: -0.3085 Eh
relative energy (zero: lowest compared OMol25 entry of this formula, charge and spin): 123.5 kcal per mole
HOMO-LUMO gap: 6.51 eV
energy: -588.4831 a.u.